C27H42F6O15Pb as an isolated structure in a non-equilibrium geometry, computed with the ωB97M-V functional and the def2-TZVPD basis.

The total charge is 0. The calculation puts the LUMO energy at 0.32 eV. As for the molecular weight: 927.81 g/mol. The calculation puts the highest occupied orbital energy at -7.2 eV.

Each line ends with the Löwdin charge.
Geometry (Å):
Pb (-16.62533, -9.21915, 0.05012)  1.6842
F (-20.40730, -7.85437, 2.16957)  0.1446
F (-20.53253, -7.27339, 4.17989)  0.0980
F (-14.59356, -8.99686, -4.95001)  0.0735
F (-13.41969, -10.69005, -4.48757)  0.1160
F (-19.43553, -6.00396, 2.73743)  0.1396
F (-13.36720, -8.96662, -3.11690)  0.1364
O (-14.68230, -10.64828, -1.58069)  -0.1971
O (-17.83931, -4.87908, -0.95099)  0.0514
O (-12.73607, -7.81468, 1.65203)  0.0583
O (-17.54580, -11.47806, 0.13580)  -0.0430
O (-16.44685, -9.63819, -2.61530)  -0.2710
O (-21.22081, -8.98291, -0.76157)  0.0127
O (-14.24149, -7.96322, 0.02186)  0.0028
O (-17.38321, -13.18401, -1.31632)  0.0439
O (-16.92590, -6.94757, -0.99505)  -0.0253
O (-15.29309, -10.34851, 1.84261)  -0.0455
O (-18.46239, -9.37984, 3.95855)  -0.0938
O (-16.07604, -5.16037, -2.03611)  0.0307
O (-15.29910, -11.83292, 3.50002)  0.0302
O (-19.01600, -9.18511, -0.81111)  -0.0410
O (-17.47859, -8.15785, 2.20988)  -0.3413
C (-14.14924, -9.75240, -3.85179)  -0.4921
C (-14.57698, -9.59055, 4.07991)  -0.0215
C (-14.42915, -10.58486, 5.24376)  -0.1440
C (-16.77972, -14.98548, 0.05123)  -0.1354
C (-11.86248, -7.99918, -0.49297)  -0.0678
C (-13.86310, -11.86313, -1.58882)  -0.2142
C (-10.73009, -7.63359, 0.45110)  -0.1550
C (-20.43619, -10.93869, -1.95634)  -0.0401
C (-21.98973, -10.85158, -1.97115)  -0.1475
C (-19.67481, -7.26992, 3.09802)  -0.5532
C (-16.95496, -5.75911, -1.29509)  -0.6327
C (-19.25911, -10.30645, 3.14404)  -0.2481
C (-17.32790, -12.65607, -0.08173)  -0.4179
C (-16.74459, -13.67072, 0.86557)  -0.0355
C (-18.35183, -8.06676, 3.33605)  -0.3785
C (-13.06643, -7.90208, 0.37724)  -0.4510
C (-20.10180, -9.68526, -1.20209)  -0.3412
C (-22.38046, -9.44635, -1.47661)  -0.1494
C (-11.30177, -7.83078, 1.82071)  -0.1440
C (-15.27326, -10.32704, -2.88278)  -0.4218
C (-13.31916, -11.99243, -0.14957)  -0.0577
C (-15.27862, -11.78255, 4.89436)  -0.1810
C (-18.98745, -11.65670, 3.75340)  -0.0806
C (-19.07749, -5.35878, -0.26625)  0.0255
C (-15.05554, -5.96678, -2.68036)  0.0091
C (-17.06286, -14.56788, -1.36670)  -0.1567
C (-15.13565, -10.58031, 3.01773)  -0.4021
H (-22.46295, -11.04613, -2.93360)  0.1117
H (-12.68321, -12.87408, -0.06980)  0.0773
H (-13.37443, -10.84337, 5.14979)  0.1133
H (-19.69706, -4.57146, 0.16312)  0.0934
H (-11.02269, -8.79630, 2.24261)  0.1226
H (-15.71522, -13.36248, 1.04859)  0.1119
H (-17.21637, -13.75610, 1.84446)  0.1249
H (-14.09446, -11.96027, 0.61592)  0.0370
H (-14.50003, -6.34605, -1.82265)  0.0718
H (-13.64591, -9.15822, 3.71344)  0.1102
H (-10.87419, -7.16178, 2.56751)  0.1282
H (-17.88257, -15.19341, -1.72011)  0.1253
H (-22.64711, -8.80852, -2.31932)  0.1245
H (-12.98439, -11.75287, -2.22428)  0.1068
H (-15.28806, -8.78608, 4.26774)  0.1273
H (-14.56526, -10.18393, 6.24816)  0.1220
H (-15.55747, -11.31675, -3.24028)  0.1277
H (-11.86517, -7.38004, -1.39006)  0.1308
H (-10.48713, -6.59170, 0.24248)  0.1188
H (-22.34708, -11.57637, -1.23964)  0.1074
H (-15.86735, -15.57505, 0.14118)  0.1168
H (-16.33622, -11.74357, 5.15526)  0.1163
H (-23.18708, -9.64234, -0.77018)  0.1231
H (-15.46558, -6.86437, -3.14330)  0.0913
H (-20.14667, -11.84058, -1.41702)  0.1198
H (-20.02858, -10.94411, -2.96724)  0.1375
H (-19.15359, -10.39959, 2.06315)  0.0981
H (-12.74939, -11.11834, 0.16575)  0.0639
H (-14.34144, -12.78260, -1.92624)  0.1051
H (-11.71391, -9.00628, -0.88255)  0.1270
H (-16.22701, -14.61286, -2.06487)  0.1249
H (-19.68980, -5.95193, -0.94547)  0.0929
H (-9.80093, -8.18675, 0.31401)  0.1216
H (-19.27995, -12.50216, 3.13070)  0.0699
H (-17.91248, -11.74053, 3.91318)  0.0423
H (-14.41901, -5.39654, -3.35695)  0.0990
H (-20.33705, -10.19294, 3.25926)  0.1106
H (-18.93786, -6.05853, 0.55774)  0.0636
H (-17.59023, -15.65871, 0.33041)  0.1115
H (-17.82413, -7.63936, 4.18866)  0.1342
H (-19.47451, -11.79033, 4.71933)  0.0785
H (-14.81252, -12.61789, 5.41690)  0.1297

---

C27H42N10O7S4 as an isolated structure, computed with the ωB97M-V functional and the def2-TZVPD basis.

The total charge is 0. The calculation puts the LUMO energy at 0.07 eV. As for the molecular weight: 746.96 g/mol. The calculation puts the highest occupied orbital energy at -9.3 eV.

Each line ends with the Löwdin charge.
Geometry (Å):
S (-8.06545, -1.69791, -3.28105)  0.7867
S (5.61307, -0.72263, -3.62252)  0.7572
S (-3.89773, -2.66721, -1.38025)  0.9362
S (-5.24136, -1.90653, -3.74843)  0.8534
O (-4.65226, -1.44186, -2.21428)  -0.7516
O (-5.63757, -3.27999, -3.66925)  -0.4390
O (-0.14467, -3.03958, -2.53766)  -0.0113
O (-2.02558, -3.15009, -3.73116)  0.1447
O (2.54883, 0.23658, -1.49433)  0.1053
O (-6.59416, -0.95308, -3.58061)  -0.8301
O (2.64755, -0.92804, -3.40378)  -0.0101
N (3.31282, 3.44352, -2.77698)  0.1510
N (-12.09583, -1.49490, 3.08523)  0.1347
N (-8.06281, 0.35436, 2.19838)  0.1362
N (-10.33556, -3.42129, -1.66423)  0.1173
N (5.27854, -5.87276, -1.63644)  0.1441
N (5.48908, -1.33480, 0.23174)  0.1519
N (1.09898, -4.01797, 1.31637)  0.1424
N (4.08953, 7.57257, 6.47580)  0.1155
N (3.41276, 4.24162, 1.82955)  0.1329
N (7.67608, 7.39884, 3.84708)  0.1334
C (3.61325, -6.36016, -3.57896)  -0.0560
C (-10.64355, -2.63390, -0.88520)  -0.2902
C (6.27056, -2.15010, 0.01316)  -0.2761
C (4.54848, -6.09913, -2.49430)  -0.2699
C (4.30155, 7.11606, 5.44128)  -0.2882
C (-11.00674, -1.64077, 0.11493)  -0.0821
C (1.18646, 3.76863, -1.30951)  -0.0570
C (0.31826, -3.39778, 1.88812)  -0.2809
C (2.87480, -2.81427, -1.82456)  -0.0385
C (4.56866, 6.55351, 4.12610)  -0.0875
C (2.02259, -2.11093, -2.86045)  -0.3019
C (-2.17206, -2.22198, -1.53160)  -0.3639
C (4.21200, 3.53529, 1.39989)  -0.2602
C (2.36323, 3.59143, -2.14674)  -0.2609
C (0.61678, -1.83250, -2.32532)  -0.1183
C (7.68432, 8.11438, 4.74714)  -0.2683
C (4.51505, 0.47455, -2.82715)  -0.4529
C (5.19119, 2.62803, 0.81756)  -0.0572
C (-11.59674, -0.61862, 3.63767)  -0.2653
C (-0.65728, -2.60880, 2.62991)  -0.0678
C (-6.77269, -0.07086, -0.02324)  -0.0607
C (-1.47455, -2.84094, -2.72592)  -0.5451
C (3.15311, -0.07502, -2.48667)  -0.5617
C (7.25393, -3.18007, -0.29142)  -0.0608
C (-7.49014, 0.16743, 1.22002)  -0.2686
C (-10.96543, 0.49539, 4.33041)  -0.0769
C (7.69539, 9.01008, 5.89514)  -0.0607
H (0.66690, -1.59948, -1.25685)  0.1245
H (4.67763, 1.85211, 0.25087)  0.0607
H (8.65747, 8.94890, 6.40004)  0.0832
H (7.81295, -3.43281, 0.60759)  0.0852
H (5.85181, 3.18072, 0.15222)  0.0886
H (4.13130, -6.30644, -4.53447)  0.0862
H (-6.31079, 0.85056, -0.37186)  0.0940
H (4.11299, 5.57021, 4.02984)  0.0542
H (-0.77704, -3.01794, 3.63106)  0.0848
H (5.64521, 6.47173, 3.99798)  0.0265
H (-5.99582, -0.81774, 0.13041)  0.0675
H (2.39970, -3.77988, -1.61390)  0.0846
H (-1.67094, -2.48807, -0.59728)  0.0786
H (4.16270, 7.20427, 3.35424)  0.0872
H (-12.05174, -1.36013, 0.00536)  0.0832
H (3.17870, -7.35092, -3.46203)  0.0866
H (1.49668, 3.94952, -0.28078)  0.0638
H (4.40042, 1.37141, -3.43875)  0.0537
H (0.16998, -0.97664, -2.83800)  0.1454
H (2.91194, -2.28243, -0.87262)  0.0757
H (-10.38414, -0.75934, -0.01919)  0.0697
H (3.87687, -3.03344, -2.19864)  0.0689
H (-8.42830, -1.90264, -4.55607)  -0.1140
H (2.81635, -5.61824, -3.56117)  0.0736
H (6.74941, -4.07067, -0.66713)  0.0434
H (4.94340, 0.79821, -1.87827)  0.0637
H (-10.85612, -2.04255, 1.11053)  0.0454
H (6.48878, -0.85288, -2.62573)  -0.1693
H (6.90303, 8.72507, 6.58599)  0.0724
H (1.88541, -2.77656, -3.71713)  0.1555
H (0.57520, 2.86879, -1.34789)  0.0808
H (5.77993, 2.16295, 1.60576)  0.0853
H (-2.10847, -1.13165, -1.62195)  0.1047
H (-11.50001, 0.70327, 5.25596)  0.0809
H (-7.46422, -0.42819, -0.78423)  0.0431
H (-9.93058, 0.24877, 4.55567)  0.0699
H (7.52823, 10.03328, 5.56454)  0.0852
H (7.94514, -2.81617, -1.05007)  0.0809
H (-10.98164, 1.37903, 3.69699)  0.0810
H (-1.62105, -2.63128, 2.12344)  0.0726
H (0.60437, 4.61737, -1.66348)  0.0839
H (-0.31635, -1.57786, 2.70548)  0.0851